[1]
Formula: CH8NS2
Source: the OMol25 dataset
Level of theory: ωB97M-V/def2-TZVPD

Last column: Mulliken charge in e.
CARTESIAN COORDINATES (ANGSTROEM)
N  -1.43786  -1.58844  -1.20056  -0.430
H  -1.95542  -1.53605  -0.33939  0.372
H  -0.75563  -0.67530  -1.17891  0.141
H  -2.20708  -1.45352  -1.80473  0.355
H  -0.92724  -2.43582  -1.33922  0.399
C  1.12997  1.53331  1.78197  -0.808
S  1.23316  -0.04811  0.96270  0.045
S  0.59918  0.74019  -0.97000  -0.309
H  2.00965  2.13425  1.47515  0.342
H  0.24460  2.12980  1.53539  0.306
H  1.11198  1.44909  2.89808  0.323
H  0.95469  -0.24939  -1.82046  0.264

Atoms 1-6, force components in eV/Å:
N 0.66 2.39 1.03
H 0.40 -0.57 1.26
H -1.01 -1.07 -0.07
H -0.60 0.00 -1.95
H 0.12 -0.82 -0.03
C 0.55 1.57 0.60

Computed properties:
Total charge ... +1
Frontier orbital gap ... 8.8 eV
LUMO ... -3.9 eV
Total energy ... -24320.08900 eV


[2]
Formula: CH8O2S2
Source: the OMol25 dataset
Level of theory: ωB97M-V/def2-TZVPD

Last column: Mulliken charge in e.
CARTESIAN COORDINATES (ANGSTROEM)
C  0.46540  0.59834  -1.94737  -0.765
S  0.91705  -0.51239  -0.44561  -0.101
S  1.18920  1.03504  0.93374  -0.189
H  -0.54052  0.36612  -2.31339  0.304
H  0.38596  1.65391  -1.53272  0.292
H  1.30455  0.50310  -2.54272  0.329
H  0.19426  0.85520  1.93977  0.174
O  -2.02649  0.54629  1.56984  -0.624
H  -2.08189  0.22317  0.62508  0.312
H  -1.84574  -0.22578  2.14252  0.344
O  -1.85942  -2.02995  -0.64495  -0.625
H  -1.50646  -2.11297  -1.58254  0.344
H  -1.31532  -1.34581  -0.26087  0.206

Atoms 1-6, force components in eV/Å:
C -1.65 0.93 3.34
S -0.46 1.65 -0.29
S -0.40 -0.40 1.22
H 0.58 -0.35 -0.37
H 0.32 -1.37 -0.50
H 1.12 -0.15 -1.81

Computed properties:
SMILES ... CSS.O.O
Frontier orbital gap ... 9.3 eV
LUMO ... 0.2 eV
Total energy ... -26931.47250 eV


[3]
Formula: CH8O5
Source: the OMol25 dataset
Level of theory: ωB97M-V/def2-TZVPD

Last column: Mulliken spin population.
CARTESIAN COORDINATES (ANGSTROEM)
O  -1.88441  0.96815  -3.47873  -0.042
C  -2.28914  1.35782  -2.42733  0.228
O  -2.04455  0.91690  -1.20400  0.074
H  -2.98809  2.21279  -2.36752  0.010
H  -1.24248  0.34554  -1.27817  -0.004
H  0.42244  0.53176  2.66281  -0.142
H  0.89400  1.95446  2.85897  -0.090
O  0.65878  1.32443  2.18277  0.417
H  2.25743  -3.00996  2.17680  -0.452
H  2.74398  -1.59929  2.59004  -0.258
O  2.17572  -2.06373  1.95533  1.107
H  0.52154  -0.92326  -2.00057  -0.042
H  0.64047  -1.26762  -0.51368  -0.101
O  0.13431  -0.74799  -1.15672  0.293

Atoms 1-6, force components in eV/Å:
O 0.77 -0.63 -0.50
C -1.32 1.18 0.77
O 0.66 0.01 -0.76
H -0.06 -0.12 0.01
H 0.03 -0.54 0.64
H 0.04 -0.59 0.15

Computed properties:
Total charge ... -1
Expectation value of S² ... 0.750
Frontier orbital gap (spin up / spin down) ... 2.6 / 10.3 eV
LUMO (spin up / spin down) ... 3.3 / 3.2 eV
2S+1 ... 2
Total energy ... -11403.70086 eV


[4]
Formula: CH8O5
Source: the OMol25 dataset
Level of theory: ωB97M-V/def2-TZVPD

Last column: Mulliken charge in e.
CARTESIAN COORDINATES (ANGSTROEM)
O  1.24872  0.98439  1.03546  -0.589
C  1.95287  0.15317  0.50801  0.226
O  1.56913  -0.87931  -0.17831  -0.278
H  3.02882  0.27145  0.64784  0.370
H  0.65522  -1.16319  -0.29349  0.252
O  -0.26520  -2.92151  -0.71750  -0.656
H  -0.80509  -2.11402  -0.62112  0.339
H  -0.83228  -3.64168  -0.49084  0.308
O  -1.48330  -0.11475  -0.41813  -0.651
H  -2.19370  0.50675  -0.55874  0.285
H  -0.79852  0.45115  -0.01249  0.407
O  -0.96977  2.56379  0.28457  -0.658
H  -1.05880  3.49939  0.28206  0.303
H  -0.04811  2.40436  0.53268  0.341

Atoms 1-6, force components in eV/Å:
O -0.55 -0.05 -0.24
C -0.61 1.05 0.95
O 1.60 -0.90 -0.69
H 0.24 -0.64 -0.52
H -0.25 0.48 0.43
O 0.43 1.30 -0.20

Computed properties:
SMILES ... O=CO.O.O.O
Frontier orbital gap ... 11.9 eV
LUMO ... 0.7 eV
Total energy ... -11404.45670 eV


[5]
Formula: CH9N2
Source: the OMol25 dataset
Level of theory: ωB97M-V/def2-TZVPD

Last column: Mulliken charge in e.
CARTESIAN COORDINATES (ANGSTROEM)
N  1.70558  0.57508  0.54019  -0.838
H  2.02481  0.88467  -0.39531  0.336
H  1.85158  1.34228  1.15953  0.308
H  0.25725  0.32761  0.34248  0.523
H  2.36117  -0.09438  0.89872  0.291
C  -1.13639  -0.96567  -0.65378  -0.767
N  -1.02550  0.27074  0.23743  -0.476
H  -0.85333  -1.88629  -0.18445  0.354
H  -0.25658  -0.88710  -1.38687  0.284
H  -2.04087  -0.83391  -1.25188  0.328
H  -1.29545  1.02278  -0.38416  0.352
H  -1.59227  0.24420  1.07811  0.303

Atoms 1-6, force components in eV/Å:
N -0.64 0.08 -1.50
H 0.08 -0.28 0.76
H -0.24 1.03 0.45
H -1.21 0.45 1.10
H 0.18 -0.90 -0.18
C 1.71 1.69 -1.62

Computed properties:
Total charge ... +1
Frontier orbital gap ... 12.8 eV
LUMO ... -3.4 eV
Total energy ... -4156.51253 eV


[6]
Formula: CH9N2O
Source: the OMol25 dataset
Level of theory: ωB97M-V/def2-TZVPD

Last column: Mulliken charge in e.
CARTESIAN COORDINATES (ANGSTROEM)
O  2.34149  0.73713  0.77999  -0.654
H  1.80849  1.32547  1.31356  0.341
H  0.43041  0.77518  -0.86323  0.345
H  2.53679  -0.02164  1.34637  0.332
N  -0.11217  -0.03214  -1.25381  -0.504
C  -0.56579  -0.83632  0.15138  -0.076
N  -1.66220  0.01005  0.54238  -0.533
H  0.68208  -0.55032  -1.73989  0.368
H  -0.76662  0.29069  -1.98126  0.353
H  0.09875  -0.92502  1.03927  0.218
H  -0.82001  -1.82653  -0.18361  0.332
H  -2.48335  0.10076  -0.03407  0.245
H  -1.48787  0.95269  0.88292  0.233

Atoms 1-6, force components in eV/Å:
O -0.37 -0.48 -0.42
H 0.09 0.32 0.43
H -0.71 -0.41 -0.51
H 0.15 0.23 -0.02
N 4.68 -0.99 0.74
C -3.02 2.62 -0.34

Computed properties:
Total charge ... +1
Frontier orbital gap ... 11.1 eV
LUMO ... -3.7 eV
Total energy ... -6203.14772 eV


[7]
Formula: CH9N2O
Source: the OMol25 dataset
Level of theory: ωB97M-V/def2-TZVPD

Last column: Mulliken charge in e.
CARTESIAN COORDINATES (ANGSTROEM)
O  1.92307  0.25614  -0.70504  -0.600
H  1.96665  0.45671  -1.65280  0.293
H  0.80195  0.75658  0.97198  0.342
H  2.84062  0.04535  -0.48675  0.314
N  -0.21961  0.73302  1.00630  -0.368
C  -0.77264  -0.60947  0.44857  -0.341
N  -1.14047  -0.48743  -0.88474  -0.465
H  -0.59518  0.94393  1.93077  0.356
H  -0.48378  1.44757  0.31220  0.337
H  0.00218  -1.34633  0.62053  0.321
H  -1.58954  -0.87662  1.11099  0.397
H  -2.11267  -0.33855  -1.08755  0.201
H  -0.62057  -0.98089  -1.58444  0.215

Atoms 1-6, force components in eV/Å:
O 0.34 -0.01 -0.24
H -0.16 0.04 0.26
H 0.06 -0.20 0.12
H -0.06 -0.02 0.06
N -0.11 0.24 -0.66
C 0.03 -0.57 0.41

Computed properties:
Total charge ... +1
Frontier orbital gap ... 11.4 eV
LUMO ... -3.3 eV
Total energy ... -6204.47278 eV


[8]
Formula: CH9N2O
Source: the OMol25 dataset
Level of theory: ωB97M-V/def2-TZVPD

Last column: Mulliken charge in e.
CARTESIAN COORDINATES (ANGSTROEM)
N  -2.48020  -0.86454  -0.21502  -0.902
H  -3.06263  -0.66619  0.56380  0.260
H  -2.21454  -1.81994  -0.21711  0.302
H  -0.87591  -0.47022  -0.29348  0.507
H  -3.12235  -0.74216  -1.01291  0.270
N  0.19307  -0.33200  -0.60375  -0.381
C  0.72386  0.54214  0.57630  -0.340
O  2.03849  0.91453  0.24974  -0.462
H  0.61604  -1.25969  -0.63575  0.368
H  0.53096  0.13308  -1.46106  0.336
H  0.59179  -0.13941  1.41012  0.354
H  0.04439  1.39592  0.65450  0.344
H  2.45760  1.19062  1.07362  0.344

Atoms 1-6, force components in eV/Å:
N -0.05 0.94 -1.29
H -0.33 -0.02 1.12
H -0.28 -1.28 0.25
H 0.23 0.57 -1.80
H 0.72 0.03 0.19
N 0.69 0.98 1.61

Computed properties:
Total charge ... +1
Frontier orbital gap ... 12.4 eV
LUMO ... -3.3 eV
Total energy ... -6203.99357 eV